Molecular formula: C25H50ClNP2PtSi2
Method: DFT, ωB97M-V/def2-TZVPD

```
! RIJCOSX wB97M-V def2-TZVPD def2/J DEFGRID3
* xyz 0 5
Pt 0.002 0.009 -0.018
C 1.629 2.592 1.209
C 2.335 1.720 0.355
C 1.511 1.531 -0.845
Si 3.770 0.662 0.861
C 0.245 2.214 -0.610
C 0.319 2.812 0.725
Si -1.130 3.320 1.768
H 2.038 3.039 2.118
H 1.848 1.229 -1.832
H -0.446 2.465 -1.404
Cl -1.902 -2.738 -2.332
C -0.585 3.738 3.508
C -1.999 4.769 0.961
C 4.318 1.075 2.602
C 5.167 0.891 -0.365
H -1.257 5.566 0.801
H -2.784 5.166 1.620
H -2.448 4.528 -0.012
H -0.228 2.838 4.028
H -1.420 4.161 4.083
H 0.228 4.476 3.497
H 5.369 1.969 -0.453
H 4.941 0.507 -1.369
H 6.084 0.404 -0.002
H 4.508 2.151 2.707
H 5.244 0.539 2.852
H 3.545 0.787 3.328
C -2.236 1.780 1.845
C 3.099 -1.114 0.853
P -2.238 0.705 0.360
H -3.257 2.100 2.106
H -1.860 1.149 2.672
P 1.809 -1.487 -0.394
H 2.628 -1.290 1.838
H 3.953 -1.804 0.762
C 1.536 -3.329 -0.272
C 2.691 -1.304 -2.028
C -2.990 1.772 -0.972
C -3.563 -0.567 0.677
C -2.982 -1.903 1.137
H -4.021 -0.709 -0.315
C -4.632 -0.127 1.678
H -4.192 0.015 2.673
H -5.379 -0.928 1.752
H -5.158 0.790 1.393
H -2.357 -2.347 0.358
H -3.801 -2.600 1.354
H -2.374 -1.786 2.045
H -2.303 2.626 -1.065
C -4.383 2.318 -0.635
C -2.994 0.998 -2.292
H -4.411 2.884 0.306
H -5.129 1.513 -0.597
H -4.684 3.009 -1.437
H -1.991 0.638 -2.556
H -3.351 1.660 -3.094
H -3.667 0.131 -2.241
H 3.009 -0.252 -2.054
C 1.696 -1.545 -3.164
C 3.939 -2.182 -2.179
H 4.678 -2.029 -1.380
H 4.431 -1.921 -3.128
H 3.673 -3.246 -2.228
H 0.816 -0.894 -3.080
H 1.350 -2.588 -3.175
H 2.192 -1.342 -4.124
C 0.281 -3.672 0.530
C 2.717 -4.106 0.310
H 1.373 -3.631 -1.319
H 2.888 -3.821 1.355
H 3.651 -3.979 -0.246
H 2.464 -5.175 0.291
H 0.323 -3.249 1.543
H 0.190 -4.763 0.613
H -0.616 -3.294 0.036
C -2.375 -2.964 -4.010
H -2.032 -2.113 -4.606
H -1.926 -3.891 -4.376
H -3.464 -3.049 -4.059
N 0.064 -0.903 2.947
C 0.015 -0.600 1.809
*
```

## Properties
E_HOMO (spin up / spin down) ... -2.91 / -8.31 eV
<S²> ... 6.02


Molecular formula: C36H93F6N6O19S2V
Method: DFT, ωB97M-V/def2-TZVPD

```
! RIJCOSX wB97M-V def2-TZVPD def2/J DEFGRID3
* xyz 1 4
V 2.781 -1.855 -1.884
C 5.311 -3.967 -4.937
F 5.359 -4.244 -6.183
F 6.089 -4.820 -4.242
F 5.833 -2.738 -4.728
S 3.498 -4.125 -4.237
O 2.578 -4.718 -5.200
O 3.621 -4.904 -2.985
N 3.137 -2.451 -3.757
S 2.674 -1.923 -5.220
O 3.172 -2.566 -6.423
O 1.200 -1.664 -5.218
C 3.525 -0.148 -5.317
F 4.824 -0.289 -5.060
F 3.347 0.376 -6.584
F 2.885 0.678 -4.430
O 2.232 -1.158 0.096
C 0.992 -0.415 0.014
C 0.600 0.085 -1.436
O 1.008 -0.754 -2.456
H 1.077 0.462 0.657
H 0.195 -1.006 0.464
H 1.026 1.058 -1.681
H -0.473 0.278 -1.441
C -3.953 6.631 -2.379
C -2.403 6.695 -2.120
C -1.623 5.489 -2.619
O -2.116 4.270 -1.972
C -1.594 3.175 -2.653
N -2.020 7.892 -2.817
H -4.215 6.504 -3.429
H -4.352 7.608 -2.107
H -4.425 5.810 -1.840
H -2.226 6.866 -1.058
H -0.593 5.702 -2.332
H -1.513 5.487 -3.703
H -0.519 3.169 -2.472
H -1.810 3.191 -3.721
H -1.950 2.255 -2.189
H -1.044 8.010 -2.584
H -2.484 8.675 -2.379
C -5.374 3.129 3.289
C -4.922 3.665 1.938
C -3.743 2.823 1.445
O -2.527 2.967 2.325
C -1.557 1.964 2.254
N -6.042 3.602 0.951
H -6.274 3.689 3.541
H -4.579 3.194 4.032
H -5.589 2.064 3.201
H -4.402 4.621 1.884
H -3.403 3.084 0.442
H -3.981 1.762 1.371
H -2.022 0.985 2.372
H -0.787 2.024 3.022
H -1.034 1.860 1.304
H -5.690 3.900 0.052
H -6.689 4.293 1.304
C 0.274 -4.387 -2.713
C 0.653 -4.161 -1.244
C 0.332 -5.350 -0.385
O 1.383 -6.323 -0.707
C 1.107 -7.621 -0.199
N 2.073 -3.808 -1.118
H 0.512 -3.582 -3.408
H -0.785 -4.643 -2.729
H 0.784 -5.248 -3.144
H 0.072 -3.280 -0.973
H -0.693 -5.693 -0.522
H 0.316 -5.050 0.663
H 1.444 -8.462 -0.806
H 0.038 -7.823 -0.121
H 1.419 -7.718 0.841
H 2.222 -4.021 -0.142
H 2.575 -4.605 -1.480
C -2.028 -3.381 7.001
C -0.663 -2.722 6.703
C -0.516 -1.958 5.331
O -0.507 -2.971 4.272
C -0.525 -2.441 2.945
N -0.424 -1.764 7.764
H -2.157 -4.266 6.378
H -2.899 -2.734 6.894
H -2.084 -3.833 7.991
H 0.117 -3.483 6.709
H 0.391 -1.352 5.322
H -1.367 -1.281 5.260
H -0.655 -3.229 2.204
H 0.434 -1.936 2.833
H -1.276 -1.674 2.758
H -1.254 -1.208 7.913
H -0.463 -2.197 8.675
C -6.262 -3.255 1.199
C -6.458 -1.762 1.023
C -5.461 -1.132 0.016
O -4.118 -1.118 0.471
C -3.182 -0.691 -0.453
N -7.861 -1.565 0.645
H -7.029 -3.670 1.853
H -5.261 -3.556 1.507
H -6.471 -3.785 0.270
H -6.232 -1.286 1.977
H -5.721 -0.096 -0.201
H -5.578 -1.691 -0.913
H -3.317 -1.279 -1.360
H -2.191 -0.944 -0.078
H -3.233 0.394 -0.544
H -7.982 -0.599 0.376
H -7.981 -2.077 -0.218
C 3.841 3.978 0.047
C 3.388 3.112 -1.077
C 2.485 3.944 -2.032
O 4.484 2.663 -1.863
H 3.144 4.732 0.412
H 4.732 4.522 -0.265
H 4.026 3.385 0.943
H 2.835 2.241 -0.725
H 1.988 3.340 -2.792
H 3.055 4.731 -2.526
H 1.675 4.442 -1.499
H 4.816 3.416 -2.356
C 2.341 4.453 4.193
C 1.475 3.253 4.644
C 1.690 1.915 3.867
O 1.585 3.088 6.038
H 1.783 5.341 4.492
H 2.470 4.645 3.128
H 3.343 4.389 4.616
H 0.413 3.398 4.446
H 1.038 1.097 4.173
H 2.725 1.584 3.959
H 1.689 2.142 2.801
H 1.095 2.295 6.269
C 4.109 -2.511 2.710
C 3.800 -1.095 3.249
O 3.922 -0.102 2.265
O 3.021 -3.042 1.986
H 4.327 -3.206 3.521
H 5.033 -2.446 2.136
H 4.593 -0.820 3.944
H 2.901 -1.075 3.866
H 3.328 -0.325 1.544
H 2.669 -2.358 1.412
C -2.241 -0.194 -4.356
C -1.405 0.607 -5.322
O -0.253 1.095 -4.666
O -1.589 -1.403 -3.949
H -3.196 -0.509 -4.778
H -2.485 0.391 -3.470
H -1.954 1.453 -5.737
H -1.167 0.015 -6.206
H 0.130 0.376 -4.157
H -0.783 -1.302 -3.437
C 5.224 -0.146 -1.272
C 5.766 -1.581 -1.386
O 4.765 -2.492 -1.183
O 4.027 -0.102 -2.017
H 5.917 0.508 -1.801
H 5.182 0.260 -0.262
H 6.623 -1.841 -0.764
H 6.141 -1.750 -2.396
H 5.143 -3.273 -0.771
H 3.792 0.825 -2.097
*
```

## Properties
E_HOMO (spin up / spin down) ... -10.70 / -10.73 eV
<S²> ... 3.77


Molecular formula: C5H11BrOSi
Method: DFT, ωB97M-V/def2-TZVPD

```
! RIJCOSX wB97M-V def2-TZVPD def2/J DEFGRID3
* xyz 0 1
C -0.133 -1.571 -0.339
C 0.583 0.697 1.837
C 2.293 0.293 -0.884
C -0.820 1.500 -0.612
C -2.038 -1.552 -0.251
O 0.345 -2.633 -0.540
Si 0.498 0.179 0.008
Br -2.557 -3.386 0.458
H 0.731 -0.173 2.546
H 1.459 1.302 2.020
H -0.245 1.274 2.152
H 2.623 -0.519 -1.475
H 2.459 1.179 -1.579
H 3.012 0.598 -0.058
H -0.432 2.514 -0.789
H -1.376 1.181 -1.526
H -1.572 1.610 0.116
H -2.642 -0.777 0.245
H -2.189 -1.717 -1.328
*
```

## Properties
Energy above the lowest of the compared OMol25 structures with the same formula, charge and spin ... 2.677 eV
E_HOMO ... -8.85 eV


Molecular formula: C4H5NS
Method: DFT, ωB97M-V/def2-TZVPD

```
! RIJCOSX wB97M-V def2-TZVPD def2/J DEFGRID3
* xyz 0 3
C -0.993 0.400 0.665
C -1.238 1.585 1.117
C -0.620 -0.769 0.186
C 0.476 -0.843 -0.613
N 1.318 0.038 -0.858
S 0.549 -2.645 -1.244
H -0.911 1.924 2.169
H -1.774 2.223 0.417
H -1.206 -1.655 0.376
H 1.979 -0.125 -1.504
H 0.874 -2.322 -2.473
*
```

## Properties
Energy above the lowest of the compared OMol25 structures with the same formula, charge and spin ... 3.691 eV
E_HOMO (spin up / spin down) ... -5.16 / -8.62 eV
<S²> ... 2.02


Respective total energy values: -78325.675, -150330.189, -85329.553, -16547.016 eV.
Respective molar mass values: 713.3, 1143.2, 195.1, 99.2 g/mol.